The following is a quantum chemistry calculation of 3 unconnected molecules or ions with the total composition CH5O4, from OMol25.

Summary:
Max |F| ... 1.591 eV/Å
Total charge ... -1
Gap between HOMO and LUMO ... 9.299 eV
Highest occupied orbital energy ... -5.02 eV

Geometry as XYZ:
```
10
Properties=species:S:1:pos:R:3:mulliken_charge:R:1
O -0.302 0.477 1.007 -0.6731
C -0.232 -0.582 0.340 0.1190
O 0.749 -1.291 0.060 -0.6998
H -1.242 -0.972 0.029 0.2081
H 1.901 -0.758 -1.369 0.4062
H 2.333 -1.994 -2.126 0.2789
O 2.352 -1.040 -2.185 -0.6736
H -1.562 2.695 1.706 0.2550
H -1.742 1.341 1.100 0.4848
O -2.255 2.124 1.436 -0.7054
```